(1)
10
Properties=species:S:1:pos:R:3:lowdin_charge:R:1 method="wB97M-V/def2-TZVPD" homo_ev="-14.4 / -15.7" lumo_ev="-7.31 / -6.23" homo_lumo_gap_ev="7.1 / 9.5" total_charge=+1
C 0.783 0.853 -0.200 -0.117
C -0.533 -0.919 0.242 -0.117
N 0.634 0.647 1.192 0.140
N 0.117 -0.318 -0.768 0.124
O -0.109 -0.344 1.389 0.030
H 0.314 1.822 -0.462 0.161
H 1.844 0.934 -0.478 0.159
H -2.220 -0.203 0.584 0.277
H -0.883 -1.940 0.250 0.164
H 0.053 -0.532 -1.749 0.179

(2)
10
Properties=species:S:1:pos:R:3:lowdin_charge:R:1 method="wB97M-V/def2-TZVPD" homo_ev="-15.9 / -15.9" lumo_ev="-6.36 / -7.38" homo_lumo_gap_ev="9.5 / 8.5" total_charge=+1
C 1.498 -0.571 0.051 -0.254
C 0.300 -0.141 0.663 0.118
N -0.982 0.810 -1.088 0.156
N -0.799 -0.113 1.267 0.246
O 2.612 -0.142 0.002 0.163
H 1.205 -1.539 -0.505 0.186
H -0.939 0.224 -1.930 0.042
H -0.432 1.568 -1.515 0.049
H -0.812 -0.214 2.261 0.166
H -1.650 0.119 0.793 0.127

(3)
11
Properties=species:S:1:pos:R:3:lowdin_charge:R:1 method="wB97M-V/def2-TZVPD" homo_ev=-4.6 lumo_ev=4.35 homo_lumo_gap_ev=8.9 total_charge=-1
N 0.533 0.844 -0.463 0.084
C 0.440 1.744 0.532 -0.425
N 1.159 2.816 0.582 -0.022
H 1.270 1.018 -1.126 0.086
H 0.048 -0.078 -0.308 0.046
H -0.330 1.625 1.297 0.110
H 0.869 3.387 1.367 -0.018
O -1.437 -1.025 -0.469 -0.154
C -0.921 -2.159 -0.311 -0.648
O 0.235 -2.335 0.129 -0.143
H -1.432 -3.115 -0.542 0.084

(4)
11
Properties=species:S:1:pos:R:3:lowdin_charge:R:1 method="wB97M-V/def2-TZVPD" homo_ev=-4.6 lumo_ev=4.21 homo_lumo_gap_ev=8.8 total_charge=-1
N 0.045 0.151 0.746 0.013
C -0.970 -0.485 1.353 -0.488
N -1.106 -1.618 1.944 -0.022
H 0.920 0.160 1.281 0.072
H 0.006 0.997 -0.162 0.040
H -1.941 -0.031 1.299 0.075
H -2.058 -1.861 1.893 -0.036
O 2.562 0.727 -2.287 -0.137
C 1.282 0.747 -2.101 -0.461
O 0.441 1.368 -1.272 -0.171
H 0.819 -0.154 -2.694 0.113

F_max per entry: 3.3, 2.5, 1.6, 4.6 eV/A